The following is a quantum chemistry calculation of C37H41BN8SbV as an isolated structure, from OMol25.

Summary:
E_HOMO (alpha / beta) = -13.8 / -13.8 eV
expectation value of S² = 2.03
Kohn-Sham gap (alpha / beta) = 6.3 / 7.5 eV
charge = +2
E_LUMO (alpha / beta) = -7.51 / -6.38 eV
E = -3081.26182 Ha
2S+1 = 3

Each line ends with the Löwdin charge.
Positions of all 89 atoms, in Å:
V (0.0239, -0.5436, -0.0730)  1.016
C (-0.2500, 2.5270, 1.8868)  0.007
C (-0.8473, 1.2316, 2.3121)  -0.266
C (-1.6198, 0.9668, 3.4187)  0.036
C (-1.9896, -0.3737, 3.3272)  0.006
N (-1.4545, -0.9105, 2.2386)  0.050
N (-0.7102, 0.0691, 1.5983)  -0.052
B (-1.7535, -2.3115, 1.5620)  -0.606
N (-0.3791, -2.9998, 1.3762)  0.049
C (0.1473, -4.1508, 1.7825)  0.001
C (1.4710, -4.2136, 1.3990)  0.029
C (1.7263, -3.0342, 0.7302)  -0.282
C (3.0277, -2.6169, 0.1503)  -0.020
N (0.5904, -2.2768, 0.7029)  -0.029
N (-2.3143, -1.9979, 0.1081)  0.043
C (-3.5148, -2.3137, -0.3645)  0.001
C (-3.7662, -1.5839, -1.5177)  0.033
C (-2.6652, -0.7805, -1.7106)  -0.277
C (-2.4895, 0.2386, -2.7824)  -0.011
N (-1.7451, -1.0517, -0.7338)  -0.043
N (-2.7957, -3.0432, 2.3464)  -0.010
C (-2.9244, -4.3005, 2.8754)  -0.049
C (-4.1700, -4.4019, 3.4083)  0.004
C (-4.7819, -3.1449, 3.1626)  -0.327
C (-6.1690, -2.7087, 3.5332)  -0.016
N (-3.9649, -2.3329, 2.5186)  0.099
H (-0.6216, 3.3254, 2.5245)  0.104
H (-0.5118, 2.7720, 0.8569)  0.093
H (0.8337, 2.5132, 1.9639)  0.048
H (-1.9077, 1.6683, 4.1882)  0.130
H (-2.6290, -0.9609, 3.9679)  0.139
H (-0.4261, -4.8701, 2.3362)  0.116
H (2.1709, -5.0154, 1.5821)  0.132
H (3.7829, -3.3679, 0.3718)  0.104
H (3.3718, -1.6704, 0.5594)  0.068
H (2.9647, -2.5262, -0.9260)  0.061
H (-4.1403, -3.0251, 0.1542)  0.143
H (-4.6582, -1.6126, -2.1271)  0.132
H (-3.4698, 0.5194, -3.1590)  0.102
H (-1.9175, -0.1640, -3.6163)  0.084
H (-2.0041, 1.1424, -2.4196)  0.083
H (-2.1478, -5.0438, 2.8525)  0.101
H (-4.5953, -5.2575, 3.9158)  0.119
H (-6.6870, -3.5001, 4.0696)  0.082
H (-6.7496, -2.4616, 2.6432)  0.083
H (-6.1466, -1.8214, 4.1672)  0.083
C (5.8827, 1.5437, -0.2775)  -0.037
C (5.6234, 0.3425, -1.1577)  -0.277
C (6.7428, -0.3804, -1.5921)  -0.028
C (6.6561, -1.4302, -2.4926)  -0.046
C (5.4224, -1.7838, -3.0210)  -0.065
C (4.2964, -1.1066, -2.5897)  -0.187
C (4.3767, -0.0787, -1.6415)  -0.344
Sb (2.4353, 0.7629, -1.3527)  1.580
C (2.0161, 1.3107, -3.3530)  -0.350
C (0.6959, 1.0839, -3.7500)  -0.165
C (0.2696, 1.3733, -5.0369)  -0.067
C (1.1916, 1.8718, -5.9455)  -0.043
C (2.5043, 2.0879, -5.5561)  -0.019
C (2.9491, 1.8298, -4.2593)  -0.284
C (4.3823, 2.1580, -3.9045)  -0.035
C (2.6363, 2.4559, -0.0920)  -0.373
C (3.0198, 2.1037, 1.2063)  -0.207
C (3.1985, 3.0710, 2.1815)  -0.085
C (2.9705, 4.4012, 1.8550)  -0.046
C (2.5625, 4.7477, 0.5732)  -0.021
C (2.3849, 3.7927, -0.4290)  -0.284
C (1.9508, 4.2365, -1.8065)  -0.030
H (6.9127, 1.8730, -0.4120)  0.090
H (5.7519, 1.3159, 0.7813)  0.087
H (5.2336, 2.3830, -0.5164)  0.062
H (7.7180, -0.0793, -1.2220)  0.123
H (7.5550, -1.9506, -2.8049)  0.119
H (5.3391, -2.5661, -3.7672)  0.117
H (3.3401, -1.3655, -3.0348)  0.097
H (-0.0008, 0.6676, -3.0406)  0.021
H (-0.7613, 1.2175, -5.3353)  0.109
H (0.8861, 2.0992, -6.9599)  0.120
H (3.2131, 2.4890, -6.2730)  0.126
H (4.7518, 2.9649, -4.5403)  0.096
H (5.0372, 1.2938, -4.0498)  0.092
H (4.4859, 2.4763, -2.8643)  0.059
H (3.1979, 1.0610, 1.4625)  0.097
H (3.5151, 2.7930, 3.1810)  0.121
H (3.1077, 5.1747, 2.6029)  0.120
H (2.3791, 5.7913, 0.3365)  0.123
H (1.7462, 5.3061, -1.8199)  0.090
H (1.0482, 3.7199, -2.1368)  0.078
H (2.7244, 4.0381, -2.5493)  0.075


The following is a quantum chemistry calculation of C37H41CaClNO6P2S3Se as an isolated structure, from OMol25.

Summary:
E_HOMO = -4.8 eV
ΔE to the lowest compared entry with this formula, charge and spin = 102.7 kJ/mol
Kohn-Sham gap = 7.1 eV
charge = -1
E_LUMO = 2.32 eV
E = -7357.42515 Ha

Each line ends with the Löwdin charge.
Positions of all 93 atoms, in Å:
Ca (0.2866, 1.5037, 0.8828)  1.090
C (-1.2775, 4.9523, 4.5020)  -0.546
C (-2.4077, 4.1578, 3.8490)  -0.543
S (-2.0041, 2.5820, 3.0682)  0.879
C (-1.4515, 1.5587, 4.4460)  -0.510
C (-0.0371, 1.7938, 4.9890)  -0.495
S (1.2591, 1.7685, 3.7209)  0.846
C (2.2161, 3.2988, 3.9241)  -0.507
C (1.5191, 4.5596, 4.4131)  -0.526
S (0.1470, 5.1902, 3.4048)  0.886
H (-0.9487, 4.4695, 5.4207)  0.052
H (-1.6746, 5.9292, 4.7887)  0.063
H (-2.8326, 4.7406, 3.0289)  0.068
H (-3.2092, 4.0004, 4.5767)  0.071
H (-1.5269, 0.5486, 4.0409)  0.052
H (-2.1698, 1.6422, 5.2665)  0.082
H (0.1783, 1.0068, 5.7153)  0.071
H (0.0338, 2.7393, 5.5184)  0.038
H (2.6377, 3.4465, 2.9201)  0.022
H (3.0419, 3.0883, 4.6082)  0.073
H (2.2829, 5.3395, 4.4258)  0.070
H (1.1689, 4.4665, 5.4428)  0.058
Cl (-1.0088, -1.1896, -2.5735)  0.789
C (-0.4336, -2.6364, -3.3437)  -0.646
C (-1.3698, -3.5349, -3.8302)  -0.109
C (-0.9393, -4.6917, -4.4592)  -0.092
C (0.4194, -4.9342, -4.5994)  -0.089
C (1.3424, -4.0225, -4.1089)  -0.083
C (0.9394, -2.8512, -3.4670)  -0.395
P (2.0852, -1.6215, -2.7121)  1.099
C (3.6959, -2.4252, -3.0762)  -0.380
C (4.5471, -2.0630, -4.1162)  -0.075
C (5.7624, -2.7131, -4.2918)  -0.087
C (6.1396, -3.7367, -3.4357)  -0.100
C (5.3014, -4.1022, -2.3903)  -0.089
C (4.0965, -3.4426, -2.2078)  -0.123
C (2.0308, -0.2900, -3.9667)  -0.393
C (1.7180, -0.4969, -5.3102)  -0.100
C (1.7431, 0.5626, -6.2047)  -0.093
C (2.0906, 1.8348, -5.7641)  -0.103
C (2.3909, 2.0461, -4.4264)  -0.086
C (2.3508, 0.9911, -3.5219)  -0.087
H (-2.4228, -3.3208, -3.7074)  0.102
H (-1.6663, -5.3993, -4.8367)  0.100
H (0.7648, -5.8339, -5.0927)  0.099
H (2.3994, -4.2228, -4.2268)  0.099
H (4.2641, -1.2648, -4.7906)  0.098
H (6.4164, -2.4149, -5.1019)  0.099
H (7.0875, -4.2414, -3.5744)  0.096
H (5.5931, -4.8913, -1.7086)  0.100
H (3.4533, -3.7173, -1.3781)  0.098
H (1.4531, -1.4888, -5.6585)  0.104
H (1.4948, 0.3963, -7.2461)  0.096
H (2.1142, 2.6615, -6.4645)  0.098
H (2.6396, 3.0386, -4.0691)  0.109
H (2.5191, 1.1785, -2.4616)  0.057
O (-3.3350, -0.9082, 1.7800)  0.015
C (-2.4468, -0.2122, 1.2927)  -0.666
O (-1.2777, -0.0102, 1.7433)  -0.275
C (-2.7525, 0.4805, -0.0421)  -0.193
C (-3.9710, 0.2601, -0.6730)  0.004
C (-4.1729, 0.7874, -1.9306)  -0.008
C (-3.1728, 1.5493, -2.5297)  -0.165
C (-3.2385, 1.9411, -3.9327)  -0.032
C (-2.2168, 2.5376, -4.5500)  -0.014
C (-1.0480, 3.0073, -3.7858)  -0.213
C (-0.9410, 2.6409, -2.3500)  -0.158
C (-2.0143, 1.7949, -1.7837)  -0.188
N (-1.8039, 1.2492, -0.5829)  0.107
H (-4.6994, -0.3554, -0.1656)  0.116
H (-5.0889, 0.5862, -2.4758)  0.114
H (-4.1209, 1.6435, -4.4884)  0.108
H (-2.2351, 2.7025, -5.6203)  0.104
H (-0.1326, 3.2103, -4.3285)  0.126
H (0.0357, 2.5733, -1.8793)  0.108
C (1.1346, -1.8113, 3.2389)  -0.304
P (1.4080, -1.3369, 1.4874)  0.798
C (0.4868, -2.7017, 0.6790)  -0.287
C (3.1413, -1.8882, 1.2544)  -0.293
H (1.3844, -2.8613, 3.4145)  0.035
H (0.0814, -1.6439, 3.4706)  0.030
H (1.7403, -1.1797, 3.8895)  0.008
H (0.7956, -3.6769, 1.0663)  0.038
H (0.6507, -2.6720, -0.3984)  -0.020
H (-0.5779, -2.5592, 0.8713)  0.034
H (3.2897, -2.9341, 1.5390)  0.035
H (3.7949, -1.2539, 1.8553)  0.038
H (3.4214, -1.7475, 0.2099)  0.004
O (3.4238, 3.3570, 1.0431)  -0.667
Se (2.3266, 3.4033, -0.1910)  0.860
O (0.8328, 3.6894, 0.5753)  -0.818
O (2.0323, 1.7489, -0.5816)  -0.825
O (-1.3346, 3.9499, -2.7499)  0.035